1 | Here is a single C9H18N2O3 molecule from the OMol25 dataset. Energies are from ωB97M-V/def2-TZVPD.

```
! RIJCOSX wB97M-V def2-TZVPD def2/J DEFGRID3
* xyz 0 1
C -0.56 -0.20 -0.11
C -0.09 -0.21 -1.60
C -1.84 -0.97 0.11
C -1.91 -2.43 -0.28
C -2.04 -0.97 1.74
C -1.00 -1.63 2.66
C 1.89 1.04 -0.81
C 1.65 2.51 -0.56
C 3.39 0.98 -1.22
H -1.56 1.50 0.19
H -0.38 1.26 1.30
H 0.25 -0.63 0.47
H -2.67 -0.44 -0.39
H -1.81 -2.51 -1.41
H -1.08 -3.12 0.13
H -2.87 -2.77 0.06
H -2.23 0.03 2.12
H -2.93 -1.61 1.96
H -0.82 -2.62 2.28
H -0.16 -0.99 2.68
H -1.42 -1.71 3.66
H 1.31 0.44 -2.84
H 1.65 0.56 0.20
H 3.40 1.35 -2.30
H 3.78 -0.06 -1.23
H 3.99 1.68 -0.60
H 1.20 4.18 -1.15
N -0.61 1.20 0.28
N 1.05 0.45 -1.82
O -0.82 -0.60 -2.51
O 1.87 2.98 0.55
O 1.37 3.29 -1.57
*
```

Computed properties:
M, g/mol: 202.25
SMILES: CC[C@H](C)[C@H](N)C(=O)N[C@@H](C)C(=O)O
Frontier orbital gap, eV: 10.0

2 | Here is a single C9H18N2O3 molecule from the OMol25 dataset. Energies are from ωB97M-V/def2-TZVPD.

```
! RIJCOSX wB97M-V def2-TZVPD def2/J DEFGRID3
* xyz 0 1
C -1.22 -0.48 -0.92
C 0.00 -0.66 0.00
C -2.05 0.86 -0.85
C -3.03 0.99 0.36
C -2.32 0.56 1.70
C -4.32 0.01 0.22
C 1.86 0.57 -0.38
C 3.12 -0.19 0.24
C 2.16 2.05 -0.77
H -1.48 -2.35 -1.37
H -2.93 -1.83 -1.60
H -0.63 -0.45 -1.88
H -1.41 1.64 -0.89
H -2.56 0.76 -1.94
H -3.35 2.06 0.28
H -1.70 1.45 1.88
H -2.89 0.62 2.59
H -1.72 -0.42 1.48
H -5.33 0.43 0.16
H -4.18 -0.43 -0.78
H -4.14 -0.80 0.96
H 1.04 0.34 1.44
H 1.42 0.00 -1.24
H 3.01 2.45 -0.26
H 2.55 2.00 -1.81
H 1.20 2.38 -0.95
H 4.82 -0.83 0.08
N -2.03 -1.67 -0.93
N 0.71 0.50 0.51
O 0.48 -1.73 0.19
O 3.05 -0.71 1.34
O 4.26 -0.21 -0.38
*
```

Computed properties:
M, g/mol: 202.25
SMILES: CC(C)C[C@H](N)C(=O)N[C@@H](C)C(=O)O
Frontier orbital gap, eV: 10.0

Which structure is the most stable? The one labeled 1.

1 | Here is a gas-phase ion, C6H7O (charge +1) from the OMol25 dataset. Energies are from ωB97M-V/def2-TZVPD.

```
! RIJCOSX wB97M-V def2-TZVPD def2/J DEFGRID3
* xyz 1 1
C 1.76 -0.74 -1.37
C 1.59 -0.46 -0.02
C 0.57 -0.43 -1.94
C 0.22 -0.07 0.15
C -0.47 0.33 1.30
C -1.91 0.68 1.24
O -0.36 -0.08 -1.04
H 2.67 -0.83 -2.05
H 2.32 -0.24 0.80
H 0.34 -0.69 -2.99
H 0.10 0.38 2.29
H -2.44 -0.26 1.43
H -2.11 0.93 0.19
H -2.27 1.47 1.99
*
```

Computed properties:
M, g/mol: 95.12
Frontier orbital gap, eV: 8.6

2 | Here is a gas-phase ion, C6H7O (charge +1) from the OMol25 dataset. Energies are from ωB97M-V/def2-TZVPD.

```
! RIJCOSX wB97M-V def2-TZVPD def2/J DEFGRID3
* xyz 1 1
C 0.96 1.50 0.49
C 0.97 0.28 -0.15
C -1.23 -0.02 0.49
C -0.15 1.93 1.11
C -0.17 -0.49 -0.25
C -0.11 -1.83 -0.99
O -1.21 1.11 1.10
H 1.88 2.21 0.50
H 1.76 -0.21 -0.64
H -2.24 -0.61 0.50
H -0.19 2.86 1.55
H 0.41 -2.65 -0.34
H 0.31 -1.80 -2.00
H -0.99 -2.28 -1.37
*
```

Computed properties:
M, g/mol: 95.12
Frontier orbital gap, eV: 9.9

Which structure is the most stable? The one labeled 2.

1 | Here is 2 unconnected molecules or ions with the total composition C7H14S from the OMol25 dataset. Energies are from ωB97M-V/def2-TZVPD.

```
! RIJCOSX wB97M-V def2-TZVPD def2/J DEFGRID3
* xyz 0 1
C -1.09 0.15 -1.24
C 0.70 1.58 -0.16
C -0.43 1.38 0.79
C -1.65 0.68 0.05
C 1.99 1.98 0.50
C -2.25 -0.48 0.94
C 1.14 -2.65 -1.38
S 0.58 0.01 -1.13
H -1.67 -0.78 -1.65
H -0.16 0.61 1.65
H -0.71 2.28 1.28
H -2.35 1.51 -0.09
H 1.88 1.90 1.59
H 2.20 2.98 0.42
H 2.78 1.35 0.27
H -1.96 -1.57 0.63
H -3.24 -0.47 0.98
H -1.70 -0.40 1.99
H 0.23 -2.95 -1.15
H 1.72 -2.94 -2.22
H 1.71 -2.62 -0.50
H 1.09 0.46 -2.38
*
```

Computed properties:
M, g/mol: 130.26
Frontier orbital gap (alpha / beta), eV: 5.2 / 5.4

2 | Here is a single C7H14S molecule from the OMol25 dataset. Energies are from ωB97M-V/def2-TZVPD.

```
! RIJCOSX wB97M-V def2-TZVPD def2/J DEFGRID3
* xyz 0 1
C -2.46 0.04 -0.18
C -1.16 -0.66 0.04
C -0.54 -1.16 -1.24
C 0.62 -0.21 -1.01
C 1.86 -0.88 -1.63
C 0.19 0.09 0.47
C 1.02 -0.58 1.52
H -3.17 -0.80 -0.04
H -2.32 0.71 -1.05
H -2.48 0.59 0.73
H -1.27 -1.41 0.81
H -1.20 -0.85 -2.16
H -0.16 -2.18 -0.75
H 0.37 0.58 -1.88
H 2.12 -1.86 -1.13
H 1.52 -1.36 -2.66
H 2.87 -0.27 -1.72
H 2.12 0.04 1.58
H 0.44 -0.43 2.41
H 1.19 -1.76 1.46
H -0.37 1.36 2.19
S 0.19 1.73 0.90
*
```

Computed properties:
M, g/mol: 130.26
SMILES: C[C@H]1C[C@H](C)C1(C)S
Frontier orbital gap, eV: 9.6

Which structure is the most stable? The one labeled 2.

1 | Here is 2 unconnected molecules or ions with the total composition CH5OPS2 from the OMol25 dataset. Energies are from ωB97M-V/def2-TZVPD.

```
! RIJCOSX wB97M-V def2-TZVPD def2/J DEFGRID3
* xyz 0 1
C -1.11 0.53 0.43
O -0.72 1.37 -0.47
P -0.28 0.99 -2.10
S 1.39 -2.60 0.88
S 1.45 -0.62 1.50
H -1.68 -0.33 0.11
H -1.31 0.81 1.47
H 1.14 0.77 -1.72
H -0.14 2.41 -2.24
H 1.27 -3.32 2.14
*
```

Computed properties:
M, g/mol: 128.16
Frontier orbital gap (alpha / beta), eV: 6.1 / 8.3

2 | Here is 2 unconnected molecules or ions with the total composition CH5OPS2 from the OMol25 dataset. Energies are from ωB97M-V/def2-TZVPD.

```
! RIJCOSX wB97M-V def2-TZVPD def2/J DEFGRID3
* xyz 0 1
C -0.87 -1.11 0.98
O -1.25 -0.03 0.47
P -1.90 0.96 -0.69
S 2.77 0.74 0.19
S 1.31 0.68 -1.40
H -0.80 -2.09 0.41
H -0.82 -1.21 2.05
H -1.67 0.14 -1.87
H 0.99 2.01 -1.30
H 2.25 -0.06 1.16
*
```

Computed properties:
M, g/mol: 128.16
Frontier orbital gap (alpha / beta), eV: 7.8 / 6.8

Which structure is the most stable? The one labeled 1.

1 | Here is a molecular structure, C36H32F3N7O4PSnTe from the OMol25 dataset. Energies are from ωB97M-V/def2-TZVPD.

```
! RIJCOSX wB97M-V def2-TZVPD def2/J DEFGRID3
* xyz 1 1
Sn -0.49 0.35 -0.06
C 0.53 -1.40 -5.53
N 0.80 -0.68 -4.29
C 1.69 0.34 -4.14
C 1.60 0.74 -2.84
N 0.66 -0.01 -2.21
C 0.19 -0.87 -3.10
P -1.02 -2.20 -2.82
C -2.45 -1.17 -2.38
N -2.52 0.13 -2.62
C -3.79 0.49 -2.24
C -4.47 -0.60 -1.78
N -3.62 -1.66 -1.89
C -3.89 -3.03 -1.51
C -0.39 -2.70 -1.17
N 0.03 -1.91 -0.20
C 0.56 -2.71 0.77
C 0.44 -4.01 0.39
N -0.16 -3.99 -0.84
C -0.41 -5.18 -1.66
H 1.14 -0.96 -6.32
H -0.52 -1.30 -5.81
H 0.79 -2.45 -5.43
H 2.30 0.69 -4.96
H 2.14 1.52 -2.34
H -4.13 1.51 -2.32
H -5.47 -0.72 -1.40
H -4.96 -3.18 -1.46
H -3.44 -3.25 -0.54
H -3.50 -3.71 -2.27
H 1.00 -2.31 1.67
H 0.73 -4.93 0.86
H -0.61 -6.02 -1.00
H 0.46 -5.40 -2.28
H -1.27 -5.01 -2.30
O -3.09 -2.46 3.20
C -2.33 -1.71 2.40
O -2.51 -1.58 1.22
C -1.24 -1.01 3.15
C -1.18 -1.00 4.53
C -0.19 -0.23 5.14
C 0.68 0.50 4.36
C 0.54 0.42 2.97
N -0.38 -0.33 2.39
C 1.41 1.19 2.02
O 2.63 1.47 2.57
O 1.44 0.75 0.78
H -3.86 -2.76 2.70
H -1.89 -1.56 5.11
H -0.11 -0.21 6.22
H 1.46 1.11 4.79
H 3.26 1.50 1.84
C 2.08 4.50 2.34
Te 0.26 3.37 1.93
C -0.25 3.90 3.93
C 0.70 4.97 4.38
C 0.46 5.66 5.57
C 1.33 6.65 5.99
C 2.45 6.96 5.23
C 2.69 6.27 4.05
C 1.83 5.27 3.62
H 2.27 5.17 1.50
H 2.93 3.84 2.46
H -0.19 2.98 4.52
H -1.29 4.20 3.91
H -0.42 5.43 6.15
H 1.13 7.19 6.91
H 3.13 7.74 5.55
H 3.56 6.52 3.45
F -8.31 -1.82 2.53
C -7.61 -1.55 3.65
F -8.45 -0.99 4.53
F -7.23 -2.74 4.17
C -6.42 -0.68 3.37
C -5.64 -0.24 4.44
C -4.52 0.53 4.21
C -4.15 0.88 2.90
C -4.95 0.45 1.84
C -6.08 -0.32 2.07
C -2.93 1.59 2.63
C -1.92 2.13 2.21
H -5.92 -0.51 5.45
H -3.91 0.87 5.03
H -4.67 0.73 0.84
H -6.70 -0.64 1.25
*
```

Computed properties:
M, g/mol: 960.98
Frontier orbital gap, eV: 7.4

2 | Here is a molecular structure, C36H32F3N7O4PSnTe from the OMol25 dataset. Energies are from ωB97M-V/def2-TZVPD.

```
! RIJCOSX wB97M-V def2-TZVPD def2/J DEFGRID3
* xyz 1 1
Sn -0.30 0.26 -0.76
C 3.31 -0.85 4.08
N 3.01 -1.45 2.80
C 3.91 -1.92 1.90
C 3.18 -2.35 0.82
N 1.86 -2.14 1.04
C 1.77 -1.58 2.23
P 0.26 -1.19 3.17
C -0.87 -2.33 2.30
N -1.28 -2.33 1.05
C -2.09 -3.41 0.91
C -2.18 -4.08 2.10
N -1.41 -3.38 2.98
C -1.18 -3.72 4.37
C -0.39 0.43 2.56
N -1.18 0.71 1.51
C -1.62 1.99 1.69
C -1.07 2.51 2.81
N -0.31 1.52 3.36
C 0.56 1.69 4.51
H 4.37 -0.92 4.27
H 3.01 0.19 4.09
H 2.78 -1.38 4.87
H 4.97 -1.94 2.10
H 3.53 -2.82 -0.09
H -2.56 -3.65 -0.03
H -2.72 -4.96 2.38
H -1.79 -4.58 4.64
H -0.13 -3.97 4.54
H -1.45 -2.88 5.02
H -2.30 2.44 0.99
H -1.17 3.48 3.27
H 0.08 2.35 5.23
H 0.74 0.73 4.98
H 1.51 2.13 4.20
O 1.67 -0.68 -4.87
C 1.30 0.00 -3.79
O 0.15 0.11 -3.43
C 2.47 0.59 -3.06
C 3.73 0.63 -3.64
C 4.79 1.09 -2.88
C 4.55 1.52 -1.59
C 3.24 1.49 -1.11
N 2.23 1.02 -1.83
C 2.91 1.93 0.28
O 3.75 2.81 0.85
O 1.97 1.52 0.90
H 0.90 -1.08 -5.30
H 3.87 0.30 -4.66
H 5.79 1.10 -3.28
H 5.37 1.84 -0.96
H 4.39 3.16 0.23
C -3.17 2.40 -2.52
Te -3.26 0.62 -1.30
C -3.52 -0.28 -3.24
C -4.22 0.77 -4.06
C -5.05 0.45 -5.13
C -5.71 1.45 -5.82
C -5.51 2.78 -5.48
C -4.67 3.11 -4.43
C -4.04 2.10 -3.70
H -2.13 2.56 -2.80
H -3.51 3.27 -1.96
H -4.09 -1.20 -3.18
H -2.53 -0.49 -3.65
H -5.20 -0.59 -5.40
H -6.38 1.19 -6.63
H -6.04 3.56 -6.01
H -4.51 4.14 -4.16
F -0.13 10.07 -0.99
C 0.68 9.32 -0.22
F 1.95 9.66 -0.54
F 0.49 9.73 1.05
C 0.44 7.85 -0.37
C 1.34 6.97 0.23
C 1.13 5.61 0.11
C 0.05 5.11 -0.62
C -0.86 6.01 -1.19
C -0.66 7.38 -1.07
C -0.12 3.70 -0.77
C -0.26 2.50 -0.90
H 2.18 7.36 0.78
H 1.81 4.91 0.59
H -1.71 5.63 -1.73
H -1.36 8.07 -1.51
*
```

Computed properties:
M, g/mol: 960.98
Frontier orbital gap, eV: 7.2

Which structure is the most stable? The one labeled 2.

1 | Here is a molecular structure, C23H30N4O7ReSb from the OMol25 dataset. Energies are from ωB97M-V/def2-TZVPD.

```
! RIJCOSX wB97M-V def2-TZVPD def2/J DEFGRID3
* xyz 3 2
Re 0.33 -0.02 0.12
O -1.68 4.02 -0.92
C -0.99 3.03 -0.45
O -0.92 1.92 -0.95
C -0.27 3.31 0.81
C -0.33 4.54 1.45
C 0.32 4.67 2.67
C 0.96 3.56 3.20
C 0.95 2.37 2.48
N 0.38 2.26 1.28
C 1.55 1.10 2.95
O 2.04 0.96 4.14
O 1.58 0.16 2.17
H -2.17 3.82 -1.73
H -0.87 5.36 1.00
H 0.31 5.61 3.20
H 1.45 3.64 4.16
H 1.95 1.71 4.75
O 2.34 0.56 -0.78
C 3.09 -0.39 -1.59
C 4.06 -1.21 -0.77
C 3.46 -1.64 0.57
C 2.26 -2.55 0.46
C 2.51 -3.91 0.46
C 1.48 -4.84 0.52
C 0.18 -4.35 0.63
C -0.03 -3.00 0.59
N 0.97 -2.08 0.45
H 2.96 1.11 -0.29
H 3.61 0.16 -2.37
H 2.34 -1.04 -2.05
H 4.97 -0.63 -0.56
H 4.36 -2.08 -1.36
H 3.21 -0.77 1.16
H 4.22 -2.19 1.12
H 3.53 -4.24 0.44
H 1.68 -5.90 0.51
H -0.66 -5.02 0.76
H -1.03 -2.63 0.69
C 0.98 1.42 -3.38
Sb -0.37 -0.12 -2.68
C 0.12 -1.85 -3.79
C -2.28 0.52 -3.36
H 1.91 0.96 -3.72
H 1.18 2.16 -2.62
H 0.49 1.88 -4.24
H -0.82 -2.31 -4.09
H 0.69 -2.57 -3.21
H 0.69 -1.54 -4.67
H -2.17 1.47 -3.88
H -2.97 0.61 -2.53
H -2.64 -0.24 -4.05
C -4.35 0.50 2.85
N -3.67 -0.14 1.72
C -4.32 -0.96 0.86
C -3.71 -1.51 -0.21
C -2.35 -1.21 -0.45
O -1.69 -1.65 -1.43
N -1.68 -0.42 0.46
C -2.32 0.15 1.55
O -1.71 0.84 2.35
H -5.31 0.02 3.02
H -4.51 1.56 2.65
H -3.73 0.41 3.74
H -5.35 -1.16 1.09
H -4.22 -2.17 -0.89
*
```

Computed properties:
M, g/mol: 782.48
Frontier orbital gap (alpha / beta), eV: 6.2 / 6.7
⟨S²⟩: 0.7900

2 | Here is a molecular structure, C23H30N4O7ReSb from the OMol25 dataset. Energies are from ωB97M-V/def2-TZVPD.

```
! RIJCOSX wB97M-V def2-TZVPD def2/J DEFGRID3
* xyz 3 2
Re 0.22 0.18 0.20
O 2.04 0.41 4.16
C 1.28 0.39 3.11
O 1.58 0.77 1.99
C -0.10 -0.12 3.31
C -0.64 -0.57 4.51
C -1.96 -1.00 4.51
C -2.69 -0.96 3.33
C -2.06 -0.50 2.19
N -0.78 -0.10 2.16
C -2.64 -0.39 0.83
O -3.87 -0.58 0.50
O -1.83 -0.06 -0.04
H 2.94 0.73 3.96
H -0.04 -0.56 5.41
H -2.42 -1.36 5.43
H -3.72 -1.28 3.32
H -4.46 -0.79 1.24
O 2.15 0.02 -0.34
C 3.30 0.92 -0.63
C 2.81 2.31 -0.91
C 2.31 3.07 0.32
C 0.85 3.40 0.21
C 0.46 4.73 0.18
C -0.86 5.09 -0.04
C -1.78 4.08 -0.26
C -1.34 2.77 -0.22
N -0.06 2.39 0.05
H 2.43 -0.74 0.30
H 3.82 0.47 -1.47
H 3.93 0.86 0.26
H 2.01 2.23 -1.64
H 3.61 2.86 -1.40
H 2.87 3.99 0.46
H 2.46 2.48 1.22
H 1.22 5.49 0.31
H -1.15 6.13 -0.07
H -2.81 4.28 -0.47
H -2.04 1.98 -0.41
C -2.27 0.35 -2.98
Sb -0.26 -0.03 -2.52
C 0.72 1.52 -3.58
C 0.45 -1.68 -3.62
H -2.42 0.08 -4.02
H -2.49 1.40 -2.84
H -2.90 -0.28 -2.35
H 0.40 1.41 -4.62
H 1.80 1.39 -3.54
H 0.44 2.52 -3.24
H 0.92 -1.29 -4.52
H -0.40 -2.31 -3.86
H 1.18 -2.25 -3.04
C -1.42 -4.88 -1.12
N -0.47 -4.05 -0.36
C 0.44 -4.63 0.48
C 1.37 -3.92 1.14
C 1.41 -2.50 0.94
O 2.30 -1.75 1.39
N 0.41 -1.91 0.17
C -0.48 -2.69 -0.55
O -1.26 -2.18 -1.36
H -1.52 -5.83 -0.60
H -1.06 -5.04 -2.13
H -2.39 -4.38 -1.16
H 0.37 -5.71 0.55
H 2.12 -4.39 1.75
*
```

Computed properties:
M, g/mol: 782.48
Frontier orbital gap (alpha / beta), eV: 7.0 / 6.3
⟨S²⟩: 0.7589

Which structure is the most stable? The one labeled 2.